(1)
8
Properties=species:S:1:pos:R:3:mulliken_charge:R:1 method="wB97M-V/def2-TZVPD" gap_ev=9.153 homo_energy_ha=-0.35813 e_lumo_ha=-0.0218 multiplicity=1
C 0.34 0.50 0.44 0.29
C -0.63 -0.33 -0.44 -0.75
O 1.67 0.42 0.12 -0.26
O 0.90 1.56 -0.14 -0.27
Br -2.42 -0.39 0.08 -0.08
H 0.21 0.62 1.47 0.45
H 0.24 -2.00 -0.11 0.15
H -0.31 -0.38 -1.43 0.46

(2)
9
Properties=species:S:1:pos:R:3:mulliken_charge:R:1 method="wB97M-V/def2-TZVPD" gap_ev=8.917 smiles="C=C[P@](=O)([O-])Br" homo_energy_ha=-0.19439 charge=-1 e_lumo_ha=0.1333 multiplicity=1
C 1.49 0.29 -0.05 -0.78
C 0.49 -0.58 -0.12 -0.12
P -1.23 0.27 -0.02 0.90
O -1.52 0.77 -1.33 -0.64
O -1.41 0.97 1.30 -0.67
Br -2.45 -1.55 0.29 -0.43
H 2.60 0.07 0.04 0.22
H 1.33 1.37 0.11 0.20
H 0.72 -1.62 -0.23 0.32

(3)
8
Properties=species:S:1:pos:R:3:lowdin_spin:R:1 method="wB97M-V/def2-TZVPD" gap_ev="7.447 / 6.416" homo_energy_ha="-0.25307 / -0.35069" e_lumo_ha="0.0206 / -0.1149" multiplicity=3
C -1.76 1.21 0.24 0.00
C -0.66 0.49 0.01 0.01
O -2.64 1.96 0.47 0.00
S 1.60 -1.90 0.25 1.09
Br 3.00 -0.24 0.00 0.82
H 0.87 -1.75 -0.77 0.06
H -0.43 0.04 -0.98 0.00
H 0.01 0.20 0.79 0.01

(4)
9
Properties=species:S:1:pos:R:3:mulliken_charge:R:1 method="wB97M-V/def2-TZVPD" gap_ev=6.238 homo_energy_ha=-0.25240 e_lumo_ha=-0.0232 multiplicity=1
H 0.00 2.81 -1.14 -0.33
O 2.36 1.80 1.35 -0.80
C 1.69 1.19 2.35 0.16
C 0.34 1.19 2.38 -0.20
O -0.34 1.68 1.31 -0.82
Li -1.21 1.39 -0.23 0.72
Cd 1.02 2.73 0.31 0.69
H 2.27 0.61 3.08 0.29
H -0.23 0.65 3.15 0.29

(5)
9
Properties=species:S:1:pos:R:3:lowdin_spin:R:1 method="wB97M-V/def2-TZVPD" gap_ev="8.394 / 8.720" homo_energy_ha="-0.69929 / -0.69945" charge=+2 e_lumo_ha="-0.3908 / -0.3790" multiplicity=2
O 1.43 -1.38 1.23 0.00
C 2.64 -1.26 1.22 0.00
H 3.26 -1.94 1.84 0.00
H 3.14 -0.50 0.60 0.00
O -2.37 2.18 -1.79 0.00
C -1.63 1.36 -1.13 -0.01
O -2.57 0.49 -0.68 -0.01
Ce -0.52 -0.42 0.19 1.03
H -3.37 1.46 -1.47 0.00

(6)
9
Properties=species:S:1:pos:R:3:mulliken_charge:R:1 method="wB97M-V/def2-TZVPD" gap_ev=9.977 smiles=FCC(S)(Cl)Cl homo_energy_ha=-0.37452 e_lumo_ha=-0.0079 multiplicity=1
F 0.63 1.43 -1.12 -0.27
C 0.17 1.03 0.15 -0.30
C 0.06 -0.52 0.18 0.23
S -1.29 -1.44 -0.40 -0.14
Cl -0.01 -0.86 2.16 -0.20
Cl 1.66 -1.31 -0.27 -0.11
H 0.90 1.36 0.86 0.34
H -0.86 1.42 0.12 0.27
H -1.27 -1.10 -1.68 0.17

(7)
8
Properties=species:S:1:pos:R:3:mulliken_charge:R:1 method="wB97M-V/def2-TZVPD" gap_ev=10.965 smiles="Cl[C@@H]1C=N1.Cl" homo_energy_ha=-0.37590 e_lumo_ha=0.0271 multiplicity=1
Cl 1.20 -2.57 -0.49 -0.23
C -0.13 -1.91 0.56 -0.01
C -0.75 -0.66 0.26 0.02
N -0.07 -0.64 1.32 -0.37
H -0.56 -2.84 0.82 0.29
H -1.25 -0.05 -0.46 0.30
Cl 0.25 3.99 -0.86 -0.25
H 1.32 4.69 -1.15 0.25

(8)
8
Properties=species:S:1:pos:R:3:mulliken_charge:R:1 method="wB97M-V/def2-TZVPD" gap_ev="7.815 / 8.381" homo_energy_ha="-0.29076 / -0.30104" e_lumo_ha="-0.0036 / 0.0069" multiplicity=1
C 1.20 0.24 0.07 -0.10
C -1.25 -0.07 -0.62 -0.19
N 1.41 -0.24 1.15 -0.37
Cl -2.01 -1.36 0.22 -0.14
Cl -2.05 1.45 -0.37 -0.14
H 1.73 0.64 -0.65 0.39
H -1.25 -0.48 -1.66 0.28
H 2.22 -0.17 1.85 0.27

(9)
10
Properties=species:S:1:pos:R:3:mulliken_charge:R:1 method="wB97M-V/def2-TZVPD" gap_ev=10.077 smiles="C=C(Cl)Cl.O=NO" homo_energy_ha=-0.36320 e_lumo_ha=0.0071 multiplicity=1
C 0.94 -0.12 -0.87 -1.15
C 1.43 1.04 -0.30 0.60
Cl 1.52 2.65 -0.95 -0.10
Cl 2.15 0.67 1.23 -0.19
H 1.16 -1.08 -0.33 0.30
H 0.38 0.10 -1.80 0.46
O 0.95 -1.03 -3.57 -0.37
N 1.92 -0.43 -3.89 0.35
O 2.64 0.19 -2.91 -0.31
H 2.33 0.07 -2.11 0.40

(10)
10
Properties=species:S:1:pos:R:3:lowdin_spin:R:1 method="wB97M-V/def2-TZVPD" gap_ev="7.172 / 7.151" homo_energy_ha="-0.24792 / -0.37136" e_lumo_ha="0.0156 / -0.1086" multiplicity=3
C 1.48 0.42 -0.39 0.06
C -0.60 -0.42 -1.30 0.63
N 0.11 0.34 -0.45 0.13
O 2.21 -0.30 -0.91 0.06
S -2.27 -0.52 -1.21 1.03
Cl 1.99 1.69 0.81 0.02
Cl -0.92 -0.34 2.08 0.02
H -0.09 -1.04 -2.08 0.04
H -0.48 0.76 0.28 0.01
H -1.43 -0.60 3.18 0.00

(11)
9
Properties=species:S:1:pos:R:3:mulliken_charge:R:1 method="wB97M-V/def2-TZVPD" gap_ev="7.223 / 6.931" homo_energy_ha="-0.31850 / -0.31001" e_lumo_ha="-0.0531 / -0.0553" multiplicity=1
C -1.29 -0.53 1.09 0.14
C 0.97 -0.12 -1.00 -0.50
N -0.09 -0.98 -0.90 -0.30
S -1.29 1.15 1.19 0.08
Cl -2.70 -1.55 1.36 -0.08
Cl 0.76 1.47 1.46 -0.16
H 0.53 0.91 -0.81 0.22
H 1.22 -0.09 -2.02 0.33
H 1.88 -0.26 -0.38 0.26

(12)
10
Properties=species:S:1:pos:R:3:lowdin_spin:R:1 method="wB97M-V/def2-TZVPD" gap_ev="6.717 / 7.490" homo_energy_ha="-0.22494 / -0.41085" e_lumo_ha="0.0219 / -0.1356" multiplicity=3
C -1.40 -0.32 1.22 0.01
C 0.62 -0.41 0.00 0.46
O -1.26 -1.08 2.08 0.01
O -0.67 0.16 0.22 0.04
P 1.62 1.30 -0.88 1.13
Cl -2.97 0.63 1.24 0.01
Cl 0.44 -1.70 -1.22 0.18
H 1.21 -0.90 0.87 0.01
H 0.36 1.53 -1.35 0.07
H 2.06 0.79 -2.20 0.09

The records above yield molar mass values of 138.9; 169.9; 155.0; 178.4; 215.2; 149.0; 112.0; 112.0; 144.0; 160.0; 144.0; 160.9 g/mol, respectively.
The records above yield E_tot values of -2802.24227; -3143.99031; -3125.29167; -403.69073; -778.07367; -1496.40461; -1053.06234; -1052.97918; -1203.46232; -1526.48296; -1451.07183; -1490.01761 Ha, respectively.
The records above yield ΔE to the lowest compared entry with this formula, charge and spin values of 7.381; 0.177; 0.590; 0.000; 0.971; 0.887; 1.650; 3.913; 5.149; 0.000; 6.853; 1.602 eV, respectively.